{
  "formula": "C5H16N2O",
  "method": "wB97M-V/def2-TZVPD",
  "homo_energy_ev": -8.46,
  "e_tot_ha": -384.79960,
  "orbital_gap_ev": 9.33,
  "e_above_lowest_kcal_mol": 36.70,
  "smiles": "C[C@@H](N)CN(C)C.O",
  "elements": ["C", "N", "C", "C", "C", "C", "N", "H", "H", "H", "H", "H", "H", "H", "H", "H", "H", "H", "H", "H", "H", "H", "H", "O"],
  "xyz": [[-0.015, 0.015, 0.283], [0.770, 1.230, 0.240], [-0.022, 2.435, 0.387], [1.980, 1.268, 1.068], [-0.574, -0.417, -1.085], [0.479, -0.569, -2.216], [-1.355, -1.606, -0.789], [-0.857, 0.030, 0.985], [0.594, -0.854, 0.540], [0.043, 3.111, -0.475], [-1.097, 2.239, 0.484], [0.275, 3.050, 1.240], [1.806, 1.775, 2.016], [2.800, 1.730, 0.508], [2.149, 0.257, 1.483], [-1.286, 0.283, -1.539], [0.418, 0.241, -2.956], [1.489, -0.472, -1.862], [0.187, -1.444, -2.803], [-0.940, -2.318, -0.201], [-1.932, -2.100, -1.450], [-1.906, -2.238, 1.361], [-1.098, -3.044, 2.531], [-1.907, -2.603, 2.249]],
  "forces_ev_per_angstrom": [[-0.080, -0.192, -0.841], [0.115, 0.014, 0.490], [-0.567, 0.723, -0.598], [-0.857, -0.956, 0.389], [-0.481, 0.013, -1.029], [-0.846, 0.566, -0.284], [-0.541, -0.919, 0.973], [0.046, 0.225, 0.118], [0.400, 0.199, 0.351], [0.200, -0.166, -0.088], [0.187, -0.265, 0.112], [0.060, -0.211, 0.212], [-0.012, 0.787, -0.004], [0.110, -0.374, 0.391], [0.665, 0.220, -0.931], [-0.134, 0.280, 0.733], [-0.257, 0.135, 0.351], [0.580, -0.793, 0.189], [0.749, -0.253, 0.297], [0.619, 0.257, -0.298], [0.169, 0.587, -0.580], [0.544, -0.048, -0.091], [0.010, 0.302, -0.719], [-0.677, -0.135, 0.857]],
  "nbo_charge": [-0.210, -0.465, -0.415, -0.407, -0.048, -0.637, -0.880, 0.189, 0.185, 0.189, 0.196, 0.186, 0.174, 0.202, 0.198, 0.185, 0.209, 0.216, 0.212, 0.347, 0.380, 0.487, 0.475, -0.969]
}

{
  "formula": "C5H16N2O",
  "method": "wB97M-V/def2-TZVPD",
  "homo_energy_ev": -8.33,
  "e_tot_ha": -384.81388,
  "orbital_gap_ev": 9.14,
  "e_above_lowest_kcal_mol": 27.73,
  "smiles": "CNCCCCN.O",
  "elements": ["C", "C", "C", "C", "N", "C", "N", "H", "H", "H", "H", "H", "H", "H", "H", "H", "H", "H", "H", "H", "H", "H", "H", "O"],
  "xyz": [[-1.186, -0.751, 1.939], [-0.014, -0.304, 1.075], [-0.484, 0.529, -0.137], [-0.003, 0.061, -1.535], [0.299, -1.349, -1.742], [1.650, -1.765, -1.522], [-0.695, -1.891, 2.796], [-1.436, 0.031, 2.659], [-2.017, -1.110, 1.340], [0.706, 0.228, 1.695], [0.471, -1.187, 0.676], [-1.576, 0.538, -0.147], [-0.191, 1.579, -0.061], [-0.729, 0.360, -2.294], [0.899, 0.618, -1.787], [-0.401, -1.955, -1.342], [1.738, -2.846, -1.635], [2.339, -1.267, -2.207], [2.055, -1.594, -0.508], [-1.498, -2.236, 3.315], [-0.114, -1.515, 3.542], [0.027, 4.948, -0.645], [0.332, 5.816, -1.896], [-0.172, 5.064, -1.577]],
  "forces_ev_per_angstrom": [[1.676, -0.800, 1.416], [-0.568, 0.260, -0.785], [-0.088, 0.185, -0.120], [0.308, -0.087, -0.088], [-0.590, 0.424, -0.192], [0.662, -0.443, 0.789], [-0.680, 0.129, -0.075], [-0.718, 0.432, -0.626], [-0.148, 0.156, 0.057], [0.116, 0.043, -0.052], [0.069, -0.255, 0.265], [-0.038, -0.034, 0.032], [-0.058, 0.003, 0.166], [-0.156, 0.108, 0.164], [0.193, -0.058, -0.044], [0.142, -0.097, 0.073], [-0.044, 0.012, -0.384], [-0.131, -0.081, -0.169], [-0.127, 0.264, -0.047], [-0.022, -0.221, -0.118], [0.202, 0.070, -0.266], [0.139, 0.181, 0.007], [0.111, 0.063, 0.186], [-0.250, -0.253, -0.189]],
  "nbo_charge": [-0.211, -0.425, -0.418, -0.211, -0.641, -0.405, -0.833, 0.172, 0.188, 0.199, 0.216, 0.192, 0.205, 0.194, 0.185, 0.359, 0.201, 0.189, 0.155, 0.346, 0.342, 0.470, 0.471, -0.941]
}

{
  "formula": "C5H16N2O",
  "method": "wB97M-V/def2-TZVPD",
  "homo_energy_ev": -8.28,
  "e_tot_ha": -384.83011,
  "orbital_gap_ev": 9.25,
  "e_above_lowest_kcal_mol": 17.55,
  "smiles": "CCNC[C@H](C)N.O",
  "elements": ["N", "C", "C", "C", "N", "C", "C", "H", "H", "H", "H", "H", "H", "H", "H", "H", "H", "H", "H", "H", "H", "H", "H", "O"],
  "xyz": [[-0.031, -1.840, 1.092], [-0.306, -0.417, 1.443], [-0.107, -0.122, 2.927], [0.575, 0.483, 0.577], [0.039, 0.577, -0.776], [0.817, 1.223, -1.801], [1.120, 2.662, -1.440], [0.846, -1.937, 0.591], [0.002, -2.458, 1.892], [-1.393, -0.348, 1.189], [-0.001, 0.968, 2.999], [0.798, -0.597, 3.334], [-0.986, -0.473, 3.476], [0.750, 1.490, 0.944], [1.571, -0.047, 0.594], [-0.545, -0.209, -1.010], [0.264, 1.191, -2.746], [1.758, 0.658, -2.072], [1.692, 2.850, -0.507], [1.744, 3.052, -2.235], [0.237, 3.278, -1.403], [-1.640, -2.182, -0.881], [-1.372, -2.461, -2.387], [-2.010, -2.109, -1.758]],
  "forces_ev_per_angstrom": [[0.047, 0.041, -0.491], [-0.504, -0.777, -0.069], [-0.043, 0.185, -0.284], [0.406, -0.993, -1.124], [-0.415, 0.084, 0.776], [0.406, -0.934, -0.056], [0.975, 0.314, -0.054], [0.001, 0.036, 0.184], [-0.070, 0.126, 0.095], [0.789, 0.825, 0.196], [-0.191, -0.268, 0.496], [-0.229, 0.151, -0.195], [0.262, 0.160, 0.179], [-0.255, -0.014, 0.449], [-0.286, 0.578, -0.034], [0.213, 0.007, -0.458], [-0.229, 0.159, 0.229], [-0.350, 0.496, 0.541], [-0.348, -0.517, -0.443], [0.197, 0.309, -0.203], [-0.523, 0.067, 0.075], [0.500, -0.274, 0.502], [0.029, -0.024, 0.316], [-0.380, 0.263, -0.628]],
  "nbo_charge": [-0.877, -0.059, -0.621, -0.213, -0.654, -0.206, -0.619, 0.359, 0.365, 0.193, 0.215, 0.207, 0.215, 0.194, 0.143, 0.387, 0.203, 0.148, 0.202, 0.209, 0.212, 0.487, 0.470, -0.956]
}

{
  "formula": "C5H16N2O",
  "method": "wB97M-V/def2-TZVPD",
  "homo_energy_ev": -8.48,
  "e_tot_ha": -384.75932,
  "orbital_gap_ev": 9.35,
  "e_above_lowest_kcal_mol": 61.97,
  "smiles": "CCNCCNC.O",
  "elements": ["C", "C", "N", "C", "C", "N", "C", "H", "H", "H", "H", "H", "H", "H", "H", "H", "H", "H", "H", "H", "H", "H", "H", "O"],
  "xyz": [[0.363, -0.803, -3.078], [1.251, -0.781, -1.818], [0.557, -0.090, -0.732], [1.122, -0.377, 0.612], [0.076, -0.005, 1.694], [0.134, 1.468, 2.019], [-1.098, 1.940, 2.524], [0.847, -1.402, -3.928], [-0.658, -1.326, -3.007], [0.035, 0.300, -3.316], [1.496, -1.821, -1.445], [2.202, -0.324, -2.142], [0.436, 0.947, -0.876], [1.458, -1.393, 0.829], [2.153, 0.289, 0.746], [-0.012, -0.895, 2.379], [-0.824, -0.262, 1.253], [0.573, 2.142, 1.343], [-1.415, 1.224, 3.357], [-1.904, 2.025, 1.718], [-1.006, 2.917, 3.044], [-1.796, -2.062, -1.116], [-1.016, -0.638, -0.920], [-1.961, -1.152, -0.817]],
  "forces_ev_per_angstrom": [[-1.598, -0.060, -1.097], [-0.245, -0.736, -0.628], [0.405, 0.237, 0.342], [1.805, 2.831, 0.886], [1.866, 0.470, -1.244], [1.354, -1.151, 0.122], [-1.885, 0.121, 1.012], [-0.332, 1.528, 0.960], [1.546, 0.659, 0.561], [1.036, -2.048, -0.113], [-0.370, 1.090, -0.493], [-0.081, -0.008, 0.454], [0.498, -1.567, 0.137], [-0.320, -0.116, -1.000], [-2.406, -1.556, -0.044], [1.164, 1.807, 1.268], [-2.255, 0.282, -1.553], [-0.542, -1.772, 0.675], [0.009, 0.863, -1.218], [0.579, -0.216, 1.128], [0.065, -0.380, -0.500], [-0.034, 0.534, 0.157], [-2.200, -1.616, 0.582], [1.943, 0.804, -0.392]],
  "nbo_charge": [-0.640, -0.223, -0.663, -0.212, -0.259, -0.652, -0.407, 0.222, 0.226, 0.210, 0.196, 0.180, 0.383, 0.213, 0.167, 0.207, 0.204, 0.369, 0.195, 0.165, 0.196, 0.453, 0.488, -1.019]
}

{
  "formula": "C5H16N2O",
  "method": "wB97M-V/def2-TZVPD",
  "homo_energy_ev": [-13.62, -13.33],
  "e_tot_ha": -384.30520,
  "spin_multiplicity": 2,
  "orbital_gap_ev": [9.61, 5.73],
  "e_above_lowest_kcal_mol": 149.40,
  "charge": 1,
  "elements": ["C", "N", "C", "C", "C", "N", "C", "H", "H", "H", "H", "H", "H", "H", "H", "H", "H", "H", "H", "H", "H", "H", "H", "O"],
  "xyz": [[-0.827, -1.739, 0.475], [-1.074, -1.079, -0.896], [-0.225, 1.212, -0.070], [-0.012, 0.014, -1.009], [1.435, -0.457, -1.043], [2.099, -0.639, 0.246], [3.188, 0.299, 0.393], [-1.309, -1.061, 1.169], [-1.189, -2.762, 0.542], [0.259, -1.718, 0.593], [-2.073, -0.746, -0.868], [0.138, 2.150, -0.496], [0.273, 1.108, 0.912], [-1.306, 1.286, 0.065], [-0.283, 0.334, -2.040], [-2.735, 1.607, 2.138], [1.901, 0.377, -1.603], [1.622, -1.291, -1.771], [3.425, 0.342, 1.467], [2.860, 1.259, -0.002], [4.132, 0.093, -0.146], [-3.064, 0.993, 2.389], [-4.032, 0.160, -0.483], [-3.206, 0.259, 0.038]],
  "forces_ev_per_angstrom": [[0.755, -0.549, -2.187], [1.233, 1.269, 5.016], [-0.701, -0.307, 0.710], [-1.028, -0.621, -2.761], [1.090, 0.218, -1.119], [-0.130, 0.021, -1.004], [-0.028, -0.201, 0.854], [-0.269, 0.074, 0.268], [-0.365, 0.144, -0.049], [-0.289, -0.160, 0.412], [0.585, -0.323, -1.013], [-0.009, -0.335, -0.353], [-0.351, -0.339, -0.472], [0.236, 0.508, 0.319], [0.648, 0.331, 0.465], [0.006, 0.022, 0.160], [-0.031, -0.083, 0.226], [-0.429, 0.120, 0.994], [0.087, 0.232, -0.442], [0.068, 0.410, 0.199], [-0.461, -0.479, -0.033], [0.039, 0.080, 0.149], [-0.085, 0.157, 0.204], [-0.571, -0.188, -0.542]],
  "mulliken_spin": [0.006, 0.852, 0.063, -0.049, 0.048, -0.880, 0.022, 0.045, 0.013, 0.001, -0.021, -0.001, 0.006, 0.003, 0.008, 0.001, 0.002, -0.040, -0.016, -0.026, -0.052, 0.001, -0.023, 1.033]
}

{
  "formula": "C5H16N2O",
  "method": "wB97M-V/def2-TZVPD",
  "homo_energy_ev": -19.09,
  "e_tot_ha": -383.97466,
  "orbital_gap_ev": 6.02,
  "e_above_lowest_kcal_mol": 176.38,
  "charge": 2,
  "elements": ["C", "C", "C", "C", "C", "N", "N", "H", "H", "H", "H", "H", "H", "H", "H", "H", "H", "H", "H", "H", "H", "H", "H", "O"],
  "xyz": [[2.035, -0.298, 0.195], [0.670, 0.039, -0.333], [-0.342, -1.099, -0.553], [-0.477, -1.959, 0.679], [-2.217, -0.857, 1.847], [-0.961, -1.075, 1.729], [0.749, 0.798, -1.644], [1.908, -0.717, 1.195], [2.654, 0.570, 0.396], [2.559, -1.036, -0.395], [0.145, 0.658, 0.417], [-1.349, -0.621, -0.661], [-0.034, -1.707, -1.406], [-1.140, -2.814, 0.520], [0.507, -2.321, 0.953], [-2.508, -0.042, 2.507], [-2.953, -1.590, 1.481], [-1.566, 0.748, 0.216], [1.699, 1.087, -1.906], [0.498, 0.198, -2.431], [0.155, 1.643, -1.656], [-0.416, 2.873, -0.088], [0.008, 4.201, -0.639], [0.375, 3.321, -0.424]],
  "forces_ev_per_angstrom": [[-0.276, -0.291, 0.839], [-0.316, 0.193, -0.082], [1.284, 0.243, -0.590], [-0.888, -0.136, 1.020], [-0.901, 0.041, 0.559], [0.924, 0.671, -1.042], [0.067, 0.028, -0.557], [-0.018, -0.185, 0.005], [0.052, 0.315, -0.443], [0.219, -0.156, -0.330], [0.638, 0.695, -0.305], [-0.175, -0.082, -0.444], [-0.412, -0.048, -0.121], [-0.181, 0.183, -0.194], [0.234, -0.028, 0.177], [-0.254, -0.147, -0.149], [-0.067, 0.245, 0.018], [0.111, -1.927, 1.107], [0.055, 0.332, 0.589], [-0.347, -0.094, -0.067], [0.501, 0.086, -0.053], [0.157, 0.432, 0.415], [0.530, -0.173, 0.016], [-0.939, -0.196, -0.370]],
  "nbo_charge": [-0.668, -0.045, -0.360, -0.295, 0.011, -0.192, -0.695, 0.263, 0.276, 0.257, 0.215, 0.203, 0.271, 0.261, 0.274, 0.242, 0.238, 0.335, 0.472, 0.442, 0.469, 0.441, 0.518, -0.932]
}